# 1
C4H13NO2 | ωB97M-V/def2-TZVPD

Structure (ORCA input):
```
! RIJCOSX wB97M-V def2-TZVPD def2/J DEFGRID3
* xyz 0 1
N -1.511 -0.769 0.352
C -1.841 0.238 -0.642
C -0.910 1.426 -0.532
C 0.563 1.032 -0.419
C 1.350 1.333 -1.840
O 1.096 0.543 -2.963
H -1.875 -0.521 1.210
H -2.048 -1.546 0.048
H -2.951 0.636 -0.374
H -1.836 -0.414 -1.626
H -1.093 2.014 -1.434
H -1.195 2.072 0.254
H 1.061 1.706 0.291
H 0.767 0.025 -0.093
H 1.166 2.378 -2.307
H 2.430 1.307 -1.531
H 0.493 -0.130 -2.635
O 1.281 -3.000 4.939
H 0.498 -3.554 4.646
H 1.172 -3.103 5.880
*
```

Calculated values
Structure (SMILES) ... NCCCCO.O
Energy ... -365.369263 Eh
Gap between HOMO and LUMO ... 0.3767 Ha

Löwdin charges in e: number 1, N, carries -0.020; number 2, C, carries -0.303; number 3, C, carries -0.236; number 4, C, carries -0.150; number 5, C, carries -0.273; number 6, O, carries -0.080; number 7, H, carries 0.040; number 8, H, carries 0.052; number 9, H, carries 0.140; number 10, H, carries 0.142; number 11, H, carries 0.108; number 12, H, carries 0.089; number 13, H, carries 0.102; number 14, H, carries 0.088; number 15, H, carries 0.129; number 16, H, carries 0.102; number 17, H, carries 0.071; number 18, O, carries -0.080; number 19, H, carries 0.066; number 20, H, carries 0.015


# 2
C3H5N3 | ωB97M-V/def2-TZVPD

Structure (ORCA input):
```
! RIJCOSX wB97M-V def2-TZVPD def2/J DEFGRID3
* xyz 0 1
C -1.462 -0.059 -0.001
C 0.044 -0.147 0.005
C 0.805 1.068 -0.086
N 2.095 0.753 -0.048
N 2.680 -0.243 0.038
N 0.727 -1.235 0.100
H -1.805 0.949 -0.250
H -1.880 -0.759 -0.731
H -1.853 -0.322 0.987
H 0.463 2.085 -0.173
H 0.184 -2.091 0.161
*
```

Calculated values
Energy ... -281.502547 Eh
Gap between HOMO and LUMO ... 0.3325 Ha

Löwdin charges in e: number 1, C, carries -0.041; number 2, C, carries -0.443; number 3, C, carries -0.125; number 4, N, carries -0.098; number 5, N, carries 0.208; number 6, N, carries 0.098; number 7, H, carries 0.072; number 8, H, carries 0.081; number 9, H, carries 0.084; number 10, H, carries 0.092; number 11, H, carries 0.072


# 3
C20H31ClHfN4 | ωB97M-V/def2-TZVPD

Structure (ORCA input):
```
! RIJCOSX wB97M-V def2-TZVPD def2/J DEFGRID3
* xyz 2 1
C -3.941 4.008 1.322
C -4.655 2.939 1.995
C -3.028 4.837 2.074
C -4.215 4.298 -0.071
Cl -1.876 1.482 0.348
H -3.790 5.576 2.367
H -2.260 5.377 1.494
H -2.636 4.394 3.005
H -5.530 3.543 2.282
H -4.204 2.592 2.942
H -5.044 2.107 1.379
H -5.050 4.988 0.118
H -4.627 3.481 -0.691
H -3.446 4.889 -0.599
C 1.416 -0.763 2.162
C 1.639 0.632 1.999
C 0.411 1.310 2.294
H 2.606 1.074 1.881
C -0.591 0.290 2.509
C 0.038 -0.978 2.447
H -0.431 -1.912 2.732
H 2.205 -1.493 2.204
H 0.297 2.367 2.473
H -1.623 0.467 2.788
C 0.717 1.170 -2.314
C 1.949 0.962 -1.629
C 1.973 1.772 -0.461
H 2.810 0.438 -2.011
C 0.796 2.582 -0.475
C 0.010 2.177 -1.609
H -0.957 2.566 -1.896
H 0.430 0.800 -3.294
H 2.831 1.905 0.180
H 0.586 3.408 0.192
Hf 0.096 0.458 0.161
C 0.905 -2.128 -2.205
N 1.149 -1.948 -0.743
C 2.679 -2.143 -0.596
N 3.140 -3.439 -1.099
C 2.794 -3.603 -2.515
N 1.343 -3.438 -2.716
C 0.692 -4.529 -1.966
N 1.001 -4.416 -0.527
C 0.559 -3.109 -0.011
C 2.466 -4.542 -0.403
H 1.446 -1.363 -2.773
H -0.173 -2.019 -2.383
H 2.949 -2.047 0.466
H 3.187 -1.336 -1.144
H 3.051 -4.637 -2.791
H 3.354 -2.900 -3.137
H -0.400 -4.496 -2.120
H 1.120 -5.479 -2.322
H 0.839 -3.073 1.048
H -0.532 -3.045 -0.100
H 2.762 -5.471 -0.912
H 2.763 -4.580 0.649
*
```

Calculated values
Energy ... -1507.348917 Eh
Gap between HOMO and LUMO ... 0.2252 Ha

Löwdin charges in e: number 1, C, carries -0.298; number 2, C, carries -0.014; number 3, C, carries 0.009; number 4, C, carries -0.003; number 5, Cl, carries 0.322; number 6, H, carries 0.153; number 7, H, carries 0.125; number 8, H, carries 0.123; number 9, H, carries 0.149; number 10, H, carries 0.120; number 11, H, carries 0.124; number 12, H, carries 0.149; number 13, H, carries 0.126; number 14, H, carries 0.124; number 15, C, carries -0.115; number 16, C, carries -0.189; number 17, C, carries -0.238; number 18, H, carries 0.112; number 19, C, carries -0.252; number 20, C, carries -0.112; number 21, H, carries 0.127; number 22, H, carries 0.111; number 23, H, carries 0.120; number 24, H, carries 0.092; number 25, C, carries -0.120; number 26, C, carries -0.128; number 27, C, carries -0.199; number 28, H, carries 0.115; number 29, C, carries -0.233; number 30, C, carries -0.235; number 31, H, carries 0.093; number 32, H, carries 0.130; number 33, H, carries 0.119; number 34, H, carries 0.121; number 35, Hf, carries 1.280; number 36, C, carries -0.181; number 37, N, carries -0.125; number 38, C, carries -0.135; number 39, N, carries -0.080; number 40, C, carries -0.150; number 41, N, carries -0.079; number 42, C, carries -0.146; number 43, N, carries -0.079; number 44, C, carries -0.181; number 45, C, carries -0.149; number 46, H, carries 0.106; number 47, H, carries 0.130; number 48, H, carries 0.107; number 49, H, carries 0.109; number 50, H, carries 0.135; number 51, H, carries 0.135; number 52, H, carries 0.137; number 53, H, carries 0.136; number 54, H, carries 0.105; number 55, H, carries 0.130; number 56, H, carries 0.135; number 57, H, carries 0.135


# 4
C2H9O2 | ωB97M-V/def2-TZVPD

Structure (ORCA input):
```
! RIJCOSX wB97M-V def2-TZVPD def2/J DEFGRID3
* xyz 1 1
O -1.061 -1.249 -1.710
H -1.418 -0.178 -0.612
H -0.462 -1.509 -2.361
H -1.273 -2.084 -1.208
C 0.195 0.805 0.271
O -0.979 -0.147 0.416
C 1.319 0.446 1.063
H 0.348 0.795 -0.887
H -0.344 1.669 0.537
H -1.448 0.523 0.950
H 1.329 0.812 2.049
H 1.486 -0.711 0.997
H 2.307 0.829 0.497
*
```

Calculated values
Energy ... -231.735881 Eh
Gap between HOMO and LUMO ... 0.4861 Ha

Löwdin charges in e: number 1, O, carries 0.013; number 2, H, carries 0.204; number 3, H, carries 0.062; number 4, H, carries 0.133; number 5, C, carries -0.209; number 6, O, carries 0.041; number 7, C, carries -0.069; number 8, H, carries 0.170; number 9, H, carries 0.115; number 10, H, carries 0.165; number 11, H, carries 0.072; number 12, H, carries 0.143; number 13, H, carries 0.160